No. 1
# C4H6OS2

A structure of composition C4H6OS2 at a distorted geometry (ωB97M-V/def2-TZVPD, the Open Molecules 2025 dataset).

Structure (XYZ):
```
13
Properties=species:S:1:pos:R:3
C -0.459 0.738 -0.481
C -0.671 -0.291 -1.551
C -0.489 -0.191 0.755
C 0.887 -0.651 1.233
H 0.653 2.616 0.259
H -1.355 1.368 -0.466
H 0.271 -0.681 -1.993
H -1.325 0.018 -2.371
H -1.106 0.283 1.517
H 1.555 -0.944 0.361
O 1.207 -0.662 2.397
S 1.022 1.811 -0.723
S -1.269 -1.498 -0.290
```

The calculation puts the total energy at -1027.58676 Eh. The energy relative to the best compared isomer or geometry (same formula, charge and spin) is 1.2185 eV.

Need the natural (NBO) charges? In units of e they are: C -0.324; C -0.508; C -0.433; C 0.432; H 0.127; H 0.233; H 0.215; H 0.229; H 0.239; H 0.120; O -0.504; S -0.031; S 0.205

***

No. 2
# C4H6OS2

A structure of composition C4H6OS2 at a distorted geometry (ωB97M-V/def2-TZVPD, the Open Molecules 2025 dataset).

Structure (XYZ):
```
13
Properties=species:S:1:pos:R:3
C -0.083 -0.855 0.443
C 1.115 -1.347 -0.317
C 0.391 0.648 0.488
C -0.465 1.449 -0.359
H -2.331 0.015 0.301
H -0.115 -1.275 1.435
H 0.866 -1.660 -1.326
H 1.609 -2.250 0.124
H 0.393 1.022 1.575
H -0.498 0.970 -1.373
O -1.127 2.403 -0.033
S -1.773 -1.137 -0.073
S 1.983 0.174 -0.052
```

The calculation puts the total energy at -1027.56748 Eh. The energy relative to the best compared isomer or geometry (same formula, charge and spin) is 1.7432 eV.

Need the natural (NBO) charges? In units of e they are: C -0.335; C -0.544; C -0.484; C 0.421; H 0.143; H 0.234; H 0.224; H 0.224; H 0.240; H 0.114; O -0.503; S -0.025; S 0.291

***

What is the energy relative to the best compared isomer or geometry (same formula, charge and spin) in the second record? 1.7432 eV